No. 1
DFT (ωB97M-V/def2-TZVPD) results for an isolated molecule of C2Cl4OS in a non-equilibrium geometry.

```
8
C2Cl4OS, DFT ωB97M-V/def2-TZVPD
Cl -0.45 -2.04 0.97
Cl 0.16 1.07 -1.88
Cl -1.41 1.32 1.96
Cl -0.66 -2.07 -1.87
S 0.44 0.80 1.22
O 1.07 2.04 1.02
C -0.21 -1.21 -0.49
C 0.13 0.09 -0.47
```

The HOMO-LUMO gap is 9.22 eV. The largest force on an atom is 3.2 eV/A. As for the energy above the lowest of the compared OMol25 structures with the same formula, charge and spin: 0.5163 eV. Its electronic energy is -2390.34966 hartree.

---

No. 2
DFT (ωB97M-V/def2-TZVPD) results for a structure of composition C40H45N2O6SSi2Tc.

```
97
C40H45N2O6SSi2Tc, DFT ωB97M-V/def2-TZVPD
Tc 1.37 0.61 -0.70
S 0.59 -2.75 -0.02
Si -0.03 1.34 3.05
Si -0.20 -0.43 -3.49
O 1.02 0.85 1.77
O 1.48 -1.61 -0.49
O 3.12 1.41 2.39
O 4.02 5.63 -0.41
O -0.80 4.23 -2.85
O -1.04 1.55 -1.90
N 1.05 2.60 -0.25
N -0.17 0.37 -1.92
C -4.31 -4.61 0.97
C -2.49 2.42 -0.27
C -2.17 1.39 -1.15
C -0.06 -3.13 3.69
C 2.09 2.72 0.65
C 3.02 4.70 -0.34
C -1.17 0.62 -4.67
C -1.60 0.41 2.78
C 0.36 -3.80 2.55
C -3.43 -4.80 -0.08
C -0.03 3.90 -2.04
C 0.78 0.89 4.65
C -4.20 0.26 -0.53
C -0.99 -3.71 4.55
C 3.26 2.50 -3.51
C 4.19 3.27 -4.20
C 1.31 -3.14 1.60
C -1.51 -4.96 4.27
C -3.03 0.31 -1.28
C -2.33 -3.97 -0.23
C 5.94 2.44 -2.77
C 3.05 3.67 0.68
C -1.08 -5.65 3.14
C 2.68 0.96 -1.69
C -3.00 -2.73 1.71
C -3.66 2.37 0.46
C 3.67 1.70 -2.45
C 2.02 4.71 -1.23
C 0.94 3.71 -1.16
C 5.02 1.67 -2.08
C -0.94 -1.99 0.53
C 2.19 1.64 1.69
C 1.52 -0.73 -4.15
C -2.10 -2.93 0.66
C 5.52 3.24 -3.83
C -0.15 -5.07 2.29
C -4.10 -3.56 1.86
C -4.52 1.28 0.35
C -0.94 -2.15 -3.36
C -0.28 3.17 2.93
H -0.17 -2.85 -3.01
H -4.86 -0.59 -0.64
H 2.17 -3.77 1.38
H -1.94 0.48 1.75
H -5.44 1.24 0.92
H -2.24 -5.41 4.93
H 0.62 3.72 3.19
H -3.90 3.18 1.15
H -1.31 -3.17 5.44
H 0.05 0.86 5.46
H -1.24 -2.49 -4.36
H -0.58 3.45 1.92
H -0.72 -1.48 1.48
H -1.52 -0.64 3.07
H -0.76 1.63 -4.69
H 0.34 -2.15 3.91
H -1.81 3.26 -0.17
H -1.12 -1.22 -0.23
H 6.98 2.41 -2.49
H -5.17 -5.26 1.09
H 1.98 0.17 -4.54
H -1.65 -4.13 -1.07
H -2.83 -1.92 2.40
H 6.24 3.86 -4.35
H 2.21 2.53 -3.78
H 1.47 -1.47 -4.96
H 1.66 -2.17 1.96
H 1.28 -0.08 4.60
H -2.23 0.71 -4.38
H -1.81 -2.25 -2.71
H -1.07 3.47 3.63
H -1.12 0.21 -5.68
H 3.86 3.90 -5.02
H 2.17 -1.13 -3.37
H -4.78 -3.40 2.68
H -2.80 -0.48 -1.98
H 4.68 5.42 0.27
H 2.01 5.46 -2.02
H -2.38 0.86 3.41
H -3.59 -5.61 -0.79
H 0.18 -5.61 1.41
H -1.48 -6.63 2.92
H 3.84 3.62 1.42
H 1.54 1.63 4.91
H 5.33 1.04 -1.26
```

The HOMO-LUMO gap is 5.80 eV. The largest force on an atom is 0.6 eV/A. As for the energy above the lowest of the compared OMol25 structures with the same formula, charge and spin: 1.7787 eV. Its electronic energy is -3170.10294 hartree.

---

No. 3
DFT (ωB97M-V/def2-TZVPD) results for the ion C2H6N3 with charge +1 in a non-equilibrium geometry.

```
11
C2H6N3, DFT ωB97M-V/def2-TZVPD
N 1.46 0.49 -0.23
N -0.35 -1.10 0.89
N 0.58 -0.03 -1.36
C -1.13 0.23 0.87
C -0.03 -0.16 -0.02
H 0.19 -1.39 1.69
H -2.25 0.08 0.55
H -0.95 0.86 1.79
H 0.15 0.45 -2.12
H 1.51 1.49 -0.30
H 0.82 -0.92 -1.77
```

As for the net charge: +1. As for the SMILES: C1N[C@]12N[NH2+]2. The HOMO-LUMO gap is 11.60 eV. The largest force on an atom is 4.9 eV/A. As for the energy above the lowest of the compared OMol25 structures with the same formula, charge and spin: 5.1135 eV. Its electronic energy is -243.64702 hartree.

---

No. 4
DFT (ωB97M-V/def2-TZVPD) results for a cluster of 2 separate species, C4H6N2O in total in a non-equilibrium geometry.

```
13
C4H6N2O, DFT ωB97M-V/def2-TZVPD
O -3.12 0.66 1.08
N 0.76 -1.91 -1.33
N -0.64 0.37 1.23
C -1.89 0.63 0.63
C 1.45 -1.08 -0.90
C 2.28 -0.02 -0.34
C -1.04 0.54 -0.34
H 2.34 0.81 -1.06
H -3.70 0.64 0.30
H 1.82 0.36 0.58
H -0.85 0.02 -1.26
H 3.28 -0.40 -0.14
H -0.68 -0.62 1.55
```

As for the SMILES: OC1=CN1.CC#N. The HOMO-LUMO gap is 8.88 eV. The largest force on an atom is 1.2 eV/A. As for the energy above the lowest of the compared OMol25 structures with the same formula, charge and spin: 4.7543 eV. Its electronic energy is -340.62019 hartree.

---

No. 5
DFT (ωB97M-V/def2-TZVPD) results for a structure of composition C17H46INO6S2Si in a non-equilibrium geometry.

```
74
C17H46INO6S2Si, DFT ωB97M-V/def2-TZVPD
I -4.59 -0.88 -1.88
S -2.49 2.29 -2.44
S -7.05 2.73 3.26
Si -5.18 0.72 -0.04
O -7.76 -0.87 -3.78
O 5.47 2.00 -4.55
O 3.96 0.34 -3.21
O 0.01 -3.83 -3.60
O 2.30 -2.47 -2.00
O 7.04 -1.82 -1.54
N -4.14 2.19 -0.23
C -3.31 -0.19 1.99
C 5.51 2.24 1.81
C 5.41 -0.22 1.04
C -3.45 2.04 -1.20
C -8.07 1.88 1.97
C 5.81 1.25 0.62
C 1.67 -0.80 0.58
C -1.23 -1.59 2.28
C -4.83 -0.22 1.56
C 6.31 3.58 1.69
C 3.05 -1.42 0.96
C -0.09 -2.44 1.65
C 0.53 -1.83 0.35
C -7.54 2.31 0.55
C -7.00 1.13 -0.33
C -2.47 -1.36 1.36
C 4.25 -0.80 0.12
H -5.90 3.06 2.60
H -7.63 0.21 -0.27
H 6.87 1.26 0.31
H 4.29 1.21 -2.93
H 6.31 -0.83 0.81
H 1.00 -2.68 -0.21
H 3.11 -2.52 0.83
H 4.41 2.41 1.80
H -5.44 0.14 2.43
H -8.11 0.78 2.11
H -0.23 -1.41 -0.35
H -3.24 -0.29 3.10
H -8.41 2.74 0.00
H 5.22 -0.33 2.12
H -1.60 -2.16 3.17
H -9.09 2.29 2.09
H -0.43 -4.19 -2.82
H -2.23 -1.18 0.30
H -7.07 1.46 -1.39
H 3.24 -1.22 2.04
H 2.51 -2.99 -2.79
H 6.20 1.98 -5.18
H -6.82 3.15 0.63
H 1.41 -0.07 1.39
H -0.44 -3.46 1.43
H 0.74 -2.46 2.41
H 4.67 -1.54 -0.59
H -0.81 -0.64 2.70
H -2.84 0.80 1.76
H 3.80 0.05 -0.43
H -6.89 -0.88 -3.36
H 3.03 0.49 -3.39
H 7.39 3.34 1.62
H 7.58 -2.62 -1.49
H 6.08 4.19 2.60
H -8.25 -0.20 -3.30
H 2.76 -1.63 -2.15
H -3.09 -2.29 1.41
H 5.96 4.17 0.82
H 4.99 1.18 -4.73
H 5.73 1.72 2.77
H 1.73 -0.19 -0.35
H -5.13 -1.28 1.37
H 5.19 1.61 -0.24
H 6.62 -1.87 -2.40
H 0.72 -3.29 -3.24
```

The HOMO-LUMO gap is 9.45 eV. The largest force on an atom is 3.5 eV/A. As for the energy above the lowest of the compared OMol25 structures with the same formula, charge and spin: 1.3801 eV. Its electronic energy is -2565.11031 hartree.

---

No. 6
DFT (ωB97M-V/def2-TZVPD) results for a cluster of 2 separate species, C3H4BrNO in total in a non-equilibrium geometry.

```
10
C3H4BrNO, DFT ωB97M-V/def2-TZVPD
Br -1.24 1.38 3.16
O 0.92 -1.18 -0.20
N -0.90 1.26 0.48
C -0.45 0.86 1.52
C 0.03 -1.63 0.46
C -0.73 1.68 -0.75
H -1.32 1.17 -1.51
H 0.39 -2.26 1.31
H -0.25 2.65 -0.94
H -1.07 -1.51 0.42
```

The HOMO-LUMO gap (spin up / spin down) is 8.17 / 8.17 eV. The largest force on an atom is 4.7 eV/A. As for the energy above the lowest of the compared OMol25 structures with the same formula, charge and spin: 3.7905 eV. Its electronic energy is -2820.57406 hartree.

---

No. 7
DFT (ωB97M-V/def2-TZVPD) results for a structure of composition C29H30Cl2N4O10P2Tm in a non-equilibrium geometry.

```
78
C29H30Cl2N4O10P2Tm, DFT ωB97M-V/def2-TZVPD
Tm 2.70 -19.02 -5.92
Cl 2.73 -16.93 -10.68
Cl 4.28 -15.96 -8.35
P -0.07 -20.08 -6.88
P 0.28 -18.02 -4.31
O 8.37 -20.41 -10.64
O 7.49 -26.03 -8.24
O 0.50 -16.38 -8.25
O 2.05 -17.85 -7.69
O 5.39 -25.81 -7.64
O 3.02 -16.77 -5.29
O 2.20 -20.86 -4.82
O 4.86 -19.76 -6.68
O 3.27 -21.01 -7.45
O 9.75 -21.95 -9.94
N 8.69 -21.38 -9.95
N 3.79 -17.38 -3.22
N 3.65 -18.64 -3.73
N 6.49 -25.37 -7.99
C 1.65 -16.80 -8.24
C 4.98 -21.82 -2.61
C 3.14 -21.57 -4.22
C 3.55 -15.04 -3.79
C -1.16 -19.17 -4.48
C 2.69 -16.05 -9.14
C 4.50 -20.81 -7.30
C 6.52 -23.84 -8.18
C 3.16 -22.96 -4.32
C 5.53 -23.05 -7.66
C -0.47 -16.44 -4.90
C -0.50 -21.86 -6.67
C 6.60 -21.07 -8.61
C 3.49 -12.77 -4.61
C 5.01 -23.20 -2.73
C -1.52 -19.32 -5.95
C 3.96 -13.18 -2.28
C 4.15 -20.99 -3.38
C 5.59 -21.69 -7.84
C 3.71 -12.29 -3.30
C 4.30 -19.57 -3.11
C 3.81 -14.54 -2.52
C 3.41 -16.48 -4.11
C -0.60 -19.76 -8.65
C 7.56 -23.34 -8.91
C 3.44 -14.14 -4.88
C 7.61 -21.93 -9.03
C 4.07 -23.75 -3.60
C 0.50 -17.98 -2.44
H 3.94 -15.24 -1.68
H 0.15 -15.64 -4.53
H -1.43 -22.09 -7.24
H -0.68 -22.03 -5.59
H 3.98 -24.81 -3.65
H 5.64 -21.28 -1.94
H 6.69 -20.05 -8.88
H -2.32 -19.99 -6.20
H 3.27 -12.12 -5.42
H 5.73 -23.78 -2.15
H 8.36 -23.97 -9.21
H 0.73 -19.02 -2.24
H 1.33 -17.40 -2.08
H -0.41 -16.47 -5.98
H 2.36 -15.05 -9.39
H -0.73 -20.11 -4.09
H 4.66 -23.49 -7.20
H -1.51 -16.36 -4.57
H 0.17 -20.17 -9.37
H 4.93 -19.29 -2.26
H 3.34 -14.55 -5.87
H 4.36 -12.83 -1.33
H -0.69 -18.68 -8.73
H -1.67 -18.34 -6.41
H -2.03 -18.91 -3.88
H 0.29 -22.54 -7.00
H -0.41 -17.67 -1.96
H 3.83 -11.20 -3.16
H 2.41 -23.48 -4.84
H -1.58 -20.20 -8.84
```

As for the net charge: -1. As for the spin multiplicity: 3. The HOMO-LUMO gap (spin up / spin down) is 6.11 / 6.11 eV. The largest force on an atom is 2.6 eV/A. As for the energy above the lowest of the compared OMol25 structures with the same formula, charge and spin: 0.7977 eV. Its electronic energy is -4782.96342 hartree.

---

No. 8
DFT (ωB97M-V/def2-TZVPD) results for a structure of composition C14H15BeNO6.

```
37
C14H15BeNO6, DFT ωB97M-V/def2-TZVPD
O 0.63 0.75 -0.07
O -0.13 -1.13 -3.74
O 3.95 -0.72 -2.18
O 1.06 -1.85 1.26
O 0.35 -1.56 -1.60
O 2.58 -1.09 -0.45
N -1.56 -1.54 0.85
C -3.75 -0.85 1.46
C -0.11 2.67 -1.15
C 1.83 1.48 -0.43
C -1.22 -1.56 2.13
C -2.80 -1.20 0.51
C -0.15 1.15 -1.23
C 2.99 -0.43 -1.51
C -3.38 -0.84 2.79
C 1.32 2.91 -0.62
C 2.18 0.85 -1.79
C 0.19 -2.03 2.40
C 0.31 -0.81 -2.66
C 0.74 0.64 -2.39
C -2.09 -1.20 3.14
Be 1.02 -1.19 -0.27
H 0.60 1.22 -3.30
H 2.58 1.35 0.34
H -4.75 -0.59 1.15
H -1.76 -1.20 4.18
H 0.60 -1.48 3.25
H -1.14 0.70 -1.19
H -0.86 3.04 -0.44
H 2.78 1.49 -2.41
H 0.17 -3.09 2.66
H -4.09 -0.55 3.56
H 1.95 -2.17 1.45
H -0.30 3.12 -2.12
H -3.01 -1.22 -0.55
H 1.32 3.47 0.31
H 1.95 3.44 -1.34
```

The HOMO-LUMO gap is 9.02 eV. The largest force on an atom is 0.8 eV/A. Its electronic energy is -1063.60677 hartree.